58
Properties=species:S:1:pos:R:3 method="wB97M-V/def2-TZVPD" homo_energy_ev="-13.82 / -14.61" gap_ev="8.19 / 5.51" s2=6.044 multiplicity=5 charge=+2 de_lowest_kj_mol=77.0
Pd 0.0751 0.6278 0.2791
C -0.2250 1.3248 -2.7584
C -1.5612 1.8712 -2.1802
N -1.4936 2.1481 -0.7357
C -1.2712 3.5612 -0.3803
C -0.2964 3.7113 0.7877
N 0.8416 2.7867 0.6726
C 1.8803 3.1431 -0.3049
C 1.5209 2.7508 -1.7407
N 0.8969 1.4179 -1.8136
H 0.0115 1.8573 -3.6829
H -0.3536 0.2723 -3.0065
H -2.3356 1.1257 -2.3556
H -1.8626 2.7725 -2.7157
H -2.3297 1.8020 -0.2832
H -2.2095 4.0534 -0.1169
H -0.8781 4.0810 -1.2502
H -0.8004 3.4835 1.7263
H 0.0453 4.7496 0.8332
H 1.2880 2.7368 1.5817
H 2.7900 2.6149 -0.0185
H 2.0953 4.2157 -0.2764
H 2.4395 2.7810 -2.3282
H 0.8403 3.4783 -2.1782
H 1.5891 0.7285 -2.0806
C -2.6551 1.2662 3.9609
C -2.1242 0.3580 4.8635
C -1.1288 -0.5050 4.4415
C -0.6796 -0.4497 3.1231
N -1.1738 0.4662 2.2743
C -2.1407 1.2856 2.6762
C 0.3297 -1.3671 2.5705
C 0.8045 -2.4626 3.2849
C 1.7190 -3.3327 2.7095
C 2.1905 -3.1231 1.4092
C 1.7132 -2.0553 0.6769
C 0.8333 -1.1409 1.2631
H -3.4440 1.9484 4.2437
H -2.4849 0.3201 5.8822
H -0.6970 -1.2069 5.1387
H -2.5380 1.9753 1.9409
H 0.4378 -2.6629 4.2813
H 2.0483 -4.2009 3.2652
H 2.9145 -3.8017 0.9776
H 2.0570 -1.9078 -0.3379
C 1.9523 -2.9083 -3.6506
C 0.6911 -3.1646 -2.8884
C 0.0773 -4.4243 -2.8809
C -1.0745 -4.5615 -2.1132
N -1.5803 -3.5490 -1.4355
C -0.9434 -2.3852 -1.4953
S -1.6761 -1.0692 -0.6679
N 0.1746 -2.1594 -2.1930
H 2.0857 -3.6327 -4.4509
H 2.8081 -2.9942 -2.9758
H 1.9494 -1.9031 -4.0665
H 0.4774 -5.2509 -3.4497
H -1.6196 -5.4962 -2.0517